No. 1
A structure of composition C3H20NO6S in a non-equilibrium geometry, computed with the ωB97M-V functional and the def2-TZVPD basis.

Each line ends with the natural charge from an NBO analysis.
Cartesian coordinates (Å):
1 C -1.3851 1.1617 1.9904  -0.409
2 N -0.5049 0.8180 0.8783  -0.673
3 C 0.4957 1.8502 0.6368  -0.231
4 C 1.3911 1.5107 -0.5541  -0.510
5 S 2.6770 0.2624 -0.1771  -0.543
6 H -2.1835 0.4099 2.0456  0.187
7 H -1.8159 2.1418 1.8082  0.179
8 H -0.8711 1.1505 2.9510  0.183
9 H -0.0123 -0.0315 1.0903  0.383
10 H -0.0295 2.7903 0.4179  0.173
11 H 1.1130 2.0020 1.5245  0.165
12 H 1.8865 2.4382 -0.8367  0.196
13 H 0.7974 1.1344 -1.3993  0.195
14 H -1.5036 -0.7146 -0.8948  0.486
15 H -0.4180 -1.7370 -1.2016  0.519
16 O -1.3189 -1.4210 -1.5278  -0.995
17 H 1.8087 -1.2386 -0.4755  0.412
18 H 1.6945 -2.7267 -1.2751  0.474
19 O 1.2021 -2.1808 -0.6526  -1.077
20 H -1.2437 -0.5337 -2.8916  0.501
21 H -0.2470 0.2118 -3.7765  0.467
22 O -1.1760 0.0060 -3.7127  -0.993
23 H 1.7667 -0.3224 2.5885  0.480
24 H 1.0880 -1.7041 2.6101  0.497
25 O 1.0314 -0.8098 3.0172  -1.012
26 H -2.0985 1.6650 -1.3490  0.465
27 H -2.0259 1.3849 -2.8724  0.497
28 O -2.3595 2.0325 -2.1943  -0.994
29 H 0.0516 -3.4704 1.7367  0.464
30 H 1.1652 -2.8654 0.7921  0.508
31 O 1.0245 -3.2145 1.7032  -0.997

multiplicity = 1
total charge = -1
HOMO = -4.35 eV

***

No. 2
A cluster of 7 separate species, C3H20O7S in total in a non-equilibrium geometry, computed with the ωB97M-V functional and the def2-TZVPD basis.

Each line ends with the natural charge from an NBO analysis.
Cartesian coordinates (Å):
1 O 1.2414 -0.5719 0.0439  -0.767
2 C 0.0556 -1.2757 0.1425  -0.103
3 C -1.2245 -0.5386 -0.1422  -0.434
4 C -2.3432 -1.0299 0.7425  -0.502
5 S -3.9175 -0.5587 -0.0710  -0.070
6 H 1.2482 0.2699 0.4920  0.504
7 H 0.2787 -1.9745 -0.6821  0.199
8 H 0.0836 -1.7088 1.1734  0.218
9 H -0.9977 0.5588 -0.0788  0.161
10 H -1.4961 -0.6151 -1.1991  0.226
11 H -2.4015 -0.6897 1.7948  0.248
12 H -2.3609 -2.0774 0.4555  0.229
13 H -4.4681 0.2261 0.7999  0.114
14 O -0.6539 1.1164 -3.4913  -0.956
15 H -0.4729 1.4826 -4.3538  0.485
16 H -1.4147 1.6153 -3.1100  0.487
17 O 0.8686 -2.1227 3.2244  -1.009
18 H 0.7295 -1.6970 4.0022  0.449
19 H 1.7874 -1.7287 2.8856  0.484
20 O 1.7622 2.1746 0.7379  -0.983
21 H 2.2829 2.6136 1.3675  0.483
22 H 1.3407 2.7738 0.0825  0.511
23 O -0.6334 2.7816 -0.9936  -0.969
24 H -1.1891 3.5636 -0.7542  0.491
25 H -1.0081 1.9445 -0.8328  0.477
26 O 2.8853 -1.4057 1.9551  -0.926
27 H 3.2598 -2.3142 1.7652  0.488
28 H 2.5311 -1.1200 1.1552  0.500
29 O 1.6969 -0.0738 -2.6459  -0.985
30 H 1.6672 0.0076 -1.6544  0.475
31 H 0.8624 0.3740 -2.8112  0.475

multiplicity = 1
SMILES string = OCCCS.O.O.O.O.O.O
HOMO = -9.19 eV

***

> What is the formula in the first record?

C3H20NO6S